1.
The following is a quantum chemistry calculation of C52H42CsF11N3O4SSbSe as an isolated structure at a distorted geometry, from the Open Molecules 2025 dataset.

The geometry in XYZ format:
```
116
Properties=species:S:1:pos:R:3:mulliken_charge:R:1
Cs -0.25152 -0.17406 1.01182 2.040
C 5.69779 3.11322 6.28222 -1.505
C 4.95850 2.14909 5.39263 1.063
C 4.21918 2.60795 4.30318 -0.858
C 3.56602 1.72244 3.46319 -0.692
C 3.64008 0.35867 3.70457 -0.283
C 4.36885 -0.11342 4.78045 -0.297
C 5.02124 0.77896 5.62090 -0.762
S 2.76636 -0.78110 2.62351 1.300
O 1.36632 -0.57632 2.97230 -0.967
O 3.31852 -2.08990 2.90765 -0.721
N 2.93941 -0.26698 1.15449 0.598
C 4.10205 -0.41749 0.45647 0.252
C 5.33914 -0.75780 1.00119 -0.683
C 6.49088 -0.87643 0.20760 -1.018
C 6.45295 -0.68289 -1.14293 -0.901
C 5.22130 -0.36032 -1.75731 0.984
C 5.09984 -0.18603 -3.15142 -0.961
C 3.87957 0.10098 -3.69443 -0.820
C 2.77584 0.22311 -2.83023 -0.093
N 2.84788 0.07480 -1.53039 0.088
C 4.04382 -0.21825 -0.97307 -0.059
H 5.19935 4.08221 6.31410 0.366
H 6.71453 3.27798 5.91723 0.276
H 5.76956 2.73176 7.30112 0.369
H 4.15383 3.67277 4.11090 0.361
H 2.99864 2.07933 2.61213 0.664
H 4.42248 -1.18037 4.95389 0.480
H 5.58530 0.40124 6.46653 0.317
H 5.41891 -0.95355 2.05938 0.348
H 7.42428 -1.13680 0.69453 0.382
H 7.33892 -0.78375 -1.75920 0.350
H 5.98363 -0.29127 -3.77126 0.374
H 3.73770 0.23866 -4.75822 0.532
H 1.79967 0.46169 -3.24389 0.333
F -5.33112 -3.14842 7.80793 -0.329
C -5.22509 -3.47650 6.50338 0.457
C -6.06641 -2.90733 5.56689 0.090
F -6.99820 -2.02186 5.97206 -0.326
C -5.95382 -3.25012 4.23315 0.572
F -6.80822 -2.66471 3.38124 -0.308
C -5.00820 -4.16964 3.76570 -0.655
Se -4.88560 -4.63904 1.94756 -0.504
C -4.17707 -4.72241 4.74499 0.552
F -3.24038 -5.62201 4.41221 -0.306
C -4.27685 -4.38869 6.08277 0.122
F -3.45881 -4.95160 6.99580 -0.322
F 3.59295 -5.72558 -3.22236 -0.254
C 2.47489 -6.09655 -2.55525 0.750
F 1.64846 -6.65037 -3.46415 -0.286
F 2.84498 -7.08115 -1.70932 -0.268
C 1.85048 -4.93683 -1.83622 0.534
C 2.44379 -4.44664 -0.68321 -0.990
C 1.86204 -3.35270 -0.06094 -0.426
N 0.76769 -2.75222 -0.52646 0.277
C 0.20754 -3.23225 -1.63071 -0.724
C 0.71001 -4.32581 -2.32547 -0.737
H 3.33368 -4.89712 -0.26647 0.502
H 2.29994 -2.94411 0.84102 0.433
H -0.67522 -2.72246 -2.00002 0.656
H 0.21326 -4.67604 -3.21832 0.529
C -3.25404 -3.92223 -1.35204 -1.248
C -3.36093 -2.47317 -1.74579 0.698
C -4.16241 -1.59534 -0.82956 -0.291
O -2.80336 -2.04101 -2.73671 -0.548
H -4.24576 -4.31598 -1.12023 0.463
H -2.70062 -4.01173 -0.41297 0.261
H -2.77298 -4.50170 -2.13765 0.278
H -4.71759 -2.17531 -0.09327 0.366
H -4.82969 -0.96746 -1.42210 0.197
H -3.48787 -0.91716 -0.29552 -0.078
C -3.62405 3.14686 1.31525 -1.692
C -2.31868 2.34267 1.30922 1.074
C -2.08452 1.80028 2.74164 -1.699
O -2.32617 1.35728 0.33476 -0.320
H -3.63832 3.87768 2.12996 0.461
H -4.47399 2.47127 1.44391 0.332
H -3.75090 3.67679 0.36945 0.276
H -1.49821 3.06935 1.12449 -0.320
H -2.86624 1.07970 2.99958 0.303
H -2.10320 2.62192 3.46243 0.391
H -1.12433 1.30011 2.87524 0.320
F -7.03484 3.47267 -3.72007 -0.379
C -5.81841 2.98581 -3.34855 0.259
C -5.68094 2.41108 -2.10191 -1.039
C -4.43502 1.92660 -1.72823 -0.605
C -3.33997 2.00867 -2.58637 0.284
C -3.52567 2.59089 -3.83845 -0.257
C -4.76505 3.08821 -4.23159 -0.950
Sb -1.43321 1.20241 -1.98651 0.229
C -0.49020 3.00791 -1.32461 0.401
C -1.16107 4.22814 -1.31500 -0.417
C -0.56040 5.38133 -0.82336 -0.877
C 0.72840 5.29227 -0.33885 0.195
F 1.32545 6.41579 0.14735 -0.397
C 1.42912 4.10532 -0.32851 -0.506
C 0.80987 2.96273 -0.82685 -0.720
C -0.60216 1.45032 -4.03833 -0.505
C -0.66522 0.33128 -4.87035 -0.477
C -0.06876 0.31646 -6.12665 -0.620
C 0.60946 1.44411 -6.54151 0.394
F 1.20998 1.44009 -7.76601 -0.400
C 0.70667 2.57513 -5.75672 -0.787
C 0.09333 2.56466 -4.50743 0.068
H -6.53214 2.35255 -1.43592 0.467
H -4.28497 1.49417 -0.74776 0.834
H -2.69766 2.66612 -4.53086 0.457
H -4.91360 3.54477 -5.20158 0.447
H -2.17798 4.28159 -1.68714 0.484
H -1.07769 6.33183 -0.80396 0.398
H 2.43861 4.07316 0.06170 0.508
H 1.37202 2.03484 -0.81111 0.678
H -1.18737 -0.55827 -4.52881 0.459
H -0.11567 -0.55176 -6.77133 0.437
H 1.25625 3.43444 -6.12019 0.417
H 0.17715 3.44590 -3.87996 0.403
```

As for the energy relative to the best compared isomer or geometry (same formula, charge and spin): 5.9 kJ/mol. For the total energy, the calculation gives -180427.8860 eV. As for the orbital gap: 5.65 eV. The calculation puts the largest force on an atom at 0.02954 Eh/bohr. The lowest unoccupied orbital energy comes out at 3.4 eV. As for the total charge: -2.

=====

2.
The following is a quantum chemistry calculation of an isolated ion of composition C5H13N and charge -1 at a distorted geometry, from the Open Molecules 2025 dataset.

The geometry in XYZ format:
```
19
Properties=species:S:1:pos:R:3:nbo_charge:R:1
C 1.32654 0.18454 1.55298 -0.686
C 0.85672 -0.38866 0.09261 -0.258
C -0.25973 0.52784 -0.45725 -0.274
C -0.68529 0.17906 -1.85987 -0.913
C -1.51288 0.74099 0.42168 -0.667
N 0.40752 -1.80775 0.10329 -0.929
H 1.98923 1.03982 1.58647 0.197
H 1.80564 -0.52464 2.32362 0.199
H 0.38505 0.52344 2.01016 0.190
H 1.83590 -0.42402 -0.44410 0.161
H 0.19255 1.61232 -0.43948 0.171
H 0.17981 0.43031 -2.63940 0.174
H -0.76733 -0.90918 -1.73118 0.191
H -1.46507 0.79039 -2.15942 0.200
H -1.24636 1.46463 1.13822 0.190
H -2.03170 -0.03633 1.04962 0.206
H -2.33373 1.09006 -0.15286 0.200
H 1.19148 -2.39928 0.43174 0.320
H 0.13164 -2.09354 -0.82683 0.328
```

As for the spin multiplicity: 2. As for the energy relative to the best compared isomer or geometry (same formula, charge and spin): 139.4 kJ/mol. For the total energy, the calculation gives -6883.0770 eV. As for the orbital gap (alpha / beta): 2.82 / 9.39 eV. The calculation puts the largest force on an atom at 0.08707 Eh/bohr. The lowest unoccupied orbital energy (alpha / beta) comes out at 4.3 / 4.2 eV. As for the total charge: -1.

=====

3.
The following is a quantum chemistry calculation of C34H39GaN5O as an isolated structure at a distorted geometry, from the Open Molecules 2025 dataset.

The geometry in XYZ format:
```
80
Properties=species:S:1:pos:R:3:mulliken_charge:R:1
Ga 0.27415 0.30244 0.24582 0.804
N -2.19894 0.63259 4.00377 -0.329
N -0.92621 2.83756 -0.33173 -0.337
C -0.78965 -2.13134 -1.24204 -0.137
C -2.16086 -2.11687 -0.89747 0.572
C -2.28108 -2.45759 0.49400 0.631
C -3.47114 -2.29506 1.35871 -1.563
H -4.35291 -2.02626 0.76653 0.411
H -3.29888 -1.50642 2.11150 0.254
H -3.67613 -3.23118 1.89505 0.315
C -0.99489 -2.73725 1.00368 0.216
C -0.72423 -2.99067 2.44466 -1.280
H -1.07146 -3.97714 2.81448 0.423
H -1.21760 -2.21755 3.05990 0.205
H 0.35077 -2.92988 2.64540 0.243
C -0.02839 -2.39146 -0.02599 1.600
C 1.35383 -2.91760 0.00078 -1.702
H 1.84042 -2.74589 0.96623 0.325
H 1.98615 -2.51368 -0.79675 0.351
H 1.30568 -4.01064 -0.14401 0.325
C -3.30467 -1.81611 -1.78838 -1.679
H -3.72257 -2.73900 -2.22146 0.276
H -3.02474 -1.15659 -2.62255 0.257
H -4.10561 -1.33651 -1.21020 0.328
C -0.24286 -2.06891 -2.62541 -1.220
H 0.85064 -1.96955 -2.62319 0.156
H -0.65845 -1.21768 -3.18559 0.075
H -0.48423 -2.98018 -3.20778 0.313
C -2.04015 1.20097 5.19186 -0.456
H -2.65206 0.83196 6.04868 0.348
C -1.09686 2.26683 5.42331 -0.348
H -0.96117 2.61951 6.46708 0.351
C -0.41136 2.80894 4.30800 -0.504
H 0.28942 3.66414 4.47776 0.313
C -0.66524 2.23375 3.03668 -0.273
H -0.31801 2.72018 2.11531 0.311
C -1.38308 0.96412 2.95287 -0.500
C -1.27164 -0.14219 1.96788 -0.195
H -2.08762 0.22160 1.17234 0.202
C -0.14301 1.99556 -0.97123 0.087
C -1.77245 3.49043 -1.21509 -1.349
H -2.68743 3.83267 -0.78853 0.417
C -1.19138 3.38162 -2.44738 -0.192
H -1.50325 3.98198 -3.30046 0.747
N -0.16069 2.46270 -2.34194 0.202
C 0.39105 1.78794 -3.43812 0.144
C -0.42067 1.44649 -4.54414 1.137
C 0.16962 0.79890 -5.64880 -1.238
H -0.43962 0.57231 -6.53848 0.251
C 1.52326 0.43841 -5.61711 0.978
C 2.19373 -0.14819 -6.81338 -1.558
H 2.93198 -0.89047 -6.50410 0.373
H 2.72554 0.63363 -7.36477 0.295
H 1.47070 -0.60777 -7.48548 0.369
C 2.27898 0.66230 -4.46017 -1.021
H 3.32693 0.32817 -4.41516 0.308
C 1.72805 1.35357 -3.37445 1.692
C 2.54295 1.57042 -2.14042 -1.682
H 2.33329 2.52270 -1.64425 0.430
H 3.60761 1.55168 -2.40851 0.589
H 2.41133 0.76311 -1.39401 -0.185
C -1.91293 1.59776 -4.50135 -1.559
H -2.26921 2.63076 -4.39405 0.379
H -2.38790 0.98649 -3.71051 0.210
H -2.33287 1.24744 -5.45182 0.386
N 0.43884 -0.55250 5.70211 -0.295
C 1.69882 0.03719 5.63442 0.091
O 2.23674 0.66598 6.52826 -0.654
C 2.30630 -0.07357 4.26719 -0.117
C 3.67679 0.12372 4.02179 -0.557
C 4.10862 0.19310 2.69743 -0.772
C 3.17946 0.14406 1.64460 -0.132
N 1.85389 0.08854 1.89705 -0.022
C 1.45253 -0.11799 3.17185 0.218
H 0.05474 -0.45053 6.63912 0.302
H 0.55876 -1.57536 5.42752 0.266
H 4.36820 0.22182 4.85631 0.453
H 5.16094 0.30920 2.44132 0.391
H 3.48021 0.16328 0.59056 0.323
H 0.38319 -0.24899 3.34448 0.214
```

As for the energy relative to the best compared isomer or geometry (same formula, charge and spin): 366.0 kJ/mol. For the total energy, the calculation gives -97760.0556 eV. As for the orbital gap (alpha / beta): 4.93 / 4.93 eV. The calculation puts the largest force on an atom at 0.09050 Eh/bohr. The lowest unoccupied orbital energy (alpha / beta) comes out at 2.2 / 2.2 eV. As for the total charge: -1.

=====

4.
The following is a quantum chemistry calculation of C4H4EuO2 as an isolated structure at a distorted geometry, from the Open Molecules 2025 dataset.

The geometry in XYZ format:
```
11
Properties=species:S:1:pos:R:3:nbo_charge:R:1
H 2.31120 0.97041 0.03938 0.324
O -1.49225 1.92340 0.12785 -0.679
C -1.32178 0.53409 0.09501 -0.152
C 0.10317 0.20307 0.22112 0.126
C 1.33106 0.52052 0.61220 -0.210
H -2.41318 2.13332 -0.05162 0.501
H -1.68298 0.08040 -0.84467 0.224
H -1.84768 0.01864 0.91819 0.237
C 1.38774 -0.56660 -0.24322 0.539
O 1.88201 -1.70193 -0.36304 -0.852
Eu 1.74270 -4.11532 -0.51120 1.941
```

As for the spin multiplicity: 8. As for the energy relative to the best compared isomer or geometry (same formula, charge and spin): 217.1 kJ/mol. For the total energy, the calculation gives -27613.8137 eV. As for the orbital gap (alpha / beta): 6.62 / 6.86 eV. The calculation puts the largest force on an atom at 0.15454 Eh/bohr. The lowest unoccupied orbital energy (alpha / beta) comes out at -9.7 / -9.5 eV. As for the total charge: +2.